Record 1
# C2H8Si2

C2H8Si2 in the gas phase (ωB97M-V/def2-TZVPD, the OMol25 dataset).

Each line ends with the Mulliken spin population.
Positions of all 12 atoms, in Å:
Si: -2.23868 0.13718 0.20559  0.057
Si: 2.31009 -0.27006 -0.17016  0.046
C: -0.69135 -0.63381 -0.24535  0.847
C: 0.67096 0.36982 0.22156  0.819
H: 2.06517 -1.70223 -0.26523  0.009
H: 0.32706 1.09892 0.86994  0.060
H: -2.84591 0.74090 -0.99992  0.048
H: -2.04368 1.49061 0.90709  -0.004
H: 2.86849 0.60002 -1.18359  0.037
H: -3.12120 -0.84030 0.69480  0.014
H: -0.43807 -1.35442 -0.96046  0.044
H: 3.13713 0.36338 0.92573  0.024

Output
- HOMO-LUMO gap (spin up / spin down) (Ha) = 0.3150 / 0.3149
- 2S+1 = 3
- highest occupied orbital energy (spin up / spin down) (eV) = -7.5 / -10.4
- lowest unoccupied orbital energy (spin up / spin down) (hartree) = 0.0390 / -0.0659
- M (g mol⁻¹) = 88.26

Record 2
# C4H6O2

C4H6O2 in the gas phase (ωB97M-V/def2-TZVPD, the OMol25 dataset).

Each line ends with the Mulliken charge.
Positions of all 12 atoms, in Å:
O: 1.88024 -0.64988 0.50041  -0.439
O: 0.35600 2.35945 -1.23818  -0.360
C: -0.64930 -0.46754 0.47958  -0.344
C: 0.72091 -0.52732 1.08201  -0.276
C: 0.45155 1.26283 -0.76109  -0.052
C: -0.75274 0.23650 -0.84800  -0.335
H: 0.74735 -0.92940 2.09848  0.346
H: 1.75422 -0.00186 -0.26976  0.348
H: -0.93855 -1.53223 0.41499  0.292
H: -0.54128 -0.43537 -1.68757  0.249
H: -1.72238 0.72015 -1.01359  0.305
H: -1.30603 -0.03534 1.24272  0.265

Output
- HOMO-LUMO gap (spin up / spin down) (Ha) = 0.3293 / 0.2195
- highest occupied orbital energy (spin up / spin down) (eV) = -8.4 / -6.8
- lowest unoccupied orbital energy (spin up / spin down) (hartree) = 0.0188 / -0.0317
- M (g mol⁻¹) = 86.09

Record 3
# C5H8N3O

A gas-phase ion, C5H8N3O (charge +1) (ωB97M-V/def2-TZVPD, the OMol25 dataset).

Each line ends with the Mulliken spin population.
Positions of all 17 atoms, in Å:
O: -2.26332 0.37078 -0.11042  0.179
N: 0.37655 0.03641 0.93658  0.222
N: 1.01578 -0.80388 -1.01392  0.194
N: -1.55983 0.38826 -2.20620  0.024
C: 1.62451 -0.48125 1.02157  0.268
C: -1.35576 0.15136 -0.91456  0.079
C: 2.05139 -1.02809 -0.20584  0.356
C: -0.02700 -0.22815 -0.38267  0.668
C: -0.41580 0.71141 1.92900  -0.014
H: 2.97689 -1.44615 -0.43727  0.016
H: 1.10910 -1.25087 -1.91731  -0.017
H: -1.00217 0.21967 -3.08170  -0.001
H: 0.07082 1.02066 2.84472  0.002
H: 2.15495 -0.12710 1.99968  0.000
H: -1.35275 0.13497 2.31475  0.015
H: -0.85433 1.66743 1.67938  0.010
H: -2.54902 0.66454 -2.45579  -0.002

Output
- HOMO-LUMO gap (spin up / spin down) (Ha) = 0.2630 / 0.2171
- 2S+1 = 3
- highest occupied orbital energy (spin up / spin down) (eV) = -10.7 / -13.7
- lowest unoccupied orbital energy (spin up / spin down) (hartree) = -0.1294 / -0.2874
- total charge = +1
- M (g mol⁻¹) = 126.14

Record 4
# C2H3N3O4

3 unconnected molecules or ions with the total composition C2H3N3O4 (ωB97M-V/def2-TZVPD, the OMol25 dataset).

Each line ends with the Mulliken charge.
Positions of all 12 atoms, in Å:
O: -0.31263 1.48216 0.72911  -0.562
O: -0.72839 1.10142 -1.41102  -0.519
O: -2.03492 -1.03247 0.20162  -0.375
O: -3.89294 -0.05364 1.11097  -0.356
N: -0.08808 1.03552 -0.36683  0.967
N: 2.90689 0.58031 0.90555  -0.314
N: 0.91543 -1.11200 -0.73553  -0.169
C: 1.01691 0.19368 -0.55821  -0.127
C: -2.96293 -0.55714 0.65579  0.694
H: 0.11586 -1.52327 -0.45563  0.216
H: 3.22046 1.53762 0.66000  0.220
H: 1.84435 -1.65221 -0.73582  0.326

Output
- HOMO-LUMO gap (spin up / spin down) (Ha) = 0.3009 / 0.3088
- highest occupied orbital energy (spin up / spin down) (eV) = -9.0 / -9.6
- lowest unoccupied orbital energy (spin up / spin down) (hartree) = -0.0316 / -0.0450
- M (g mol⁻¹) = 133.06

Record 5
# C34H68F2N6O32S5

A molecular structure, C34H68F2N6O32S5 (ωB97M-V/def2-TZVPD, the OMol25 dataset).

Each line ends with the Mulliken charge.
Positions of all 147 atoms, in Å:
S: -5.16073 2.77892 0.46079  1.216
S: -1.28173 -5.83987 -2.51748  1.025
S: 2.43055 -4.20194 0.14367  0.914
S: 2.46658 3.66004 2.65194  0.765
S: -0.77271 -1.71980 -5.37739  1.147
F: 7.94569 -0.14933 4.63425  -0.304
F: 2.07598 -0.78241 -0.26226  -0.312
O: 0.08157 -1.25279 1.68197  -0.394
O: -0.03044 -6.44469 -2.80882  -0.597
O: -1.20476 -5.17585 -1.01937  -0.019
O: -6.25463 1.85539 0.48718  -0.601
O: 6.70170 1.38397 -1.57727  -0.706
O: -0.23252 -0.53469 -0.36316  0.626
O: 2.34999 -5.58339 1.05242  -0.429
O: 1.18947 -3.88869 -0.50943  -0.328
O: 3.61852 0.19099 3.90298  -0.542
O: -0.65658 2.72941 -0.00267  0.754
O: -2.41410 -6.88078 -2.03928  -0.388
O: -4.55025 2.87371 -1.02996  -0.461
O: 2.56285 2.14582 -4.15326  -0.726
O: -1.48840 -2.23228 0.33832  -0.322
O: -0.14714 -1.00107 -6.46316  -0.653
O: 1.47393 2.67385 2.95023  -0.293
O: 0.25050 -2.50196 -4.47403  -0.337
O: 3.66191 -4.21889 -0.58293  -0.652
O: -3.82279 2.07548 1.02005  -0.271
O: -1.02840 -5.27873 4.00489  -0.611
O: -1.13464 -0.65623 -4.16820  -0.539
O: 3.16151 3.37200 1.18863  -0.055
O: 1.90922 5.11763 2.14013  -0.406
O: 2.50993 -3.26871 1.46522  -0.227
O: -1.89803 -4.90869 -3.41586  -0.454
O: -1.89207 -2.54032 -5.71956  -0.508
O: 3.53523 3.89785 3.55331  -0.552
O: -4.47843 -0.02224 3.63063  -0.642
O: 5.33514 1.47191 3.18153  -0.237
O: -5.22234 4.03631 1.13927  -0.591
O: -5.90026 -1.87788 -3.83069  -0.714
O: 5.71361 -0.50437 4.14359  -0.334
N: 5.40924 1.51065 -3.41595  -0.069
N: -2.66385 -4.68790 5.47360  -0.164
N: -1.31371 4.56647 -1.08866  0.194
N: -3.55270 0.62079 5.61874  -0.122
N: -3.67126 -1.71161 -3.31928  0.337
N: 2.36225 4.27052 -4.94603  -0.215
C: 0.82267 -0.02882 1.54108  0.394
C: -1.93817 -3.06194 3.82119  0.491
C: -4.57309 -0.45209 -5.17406  -1.143
C: -1.83944 -4.46152 4.42219  0.253
C: -3.67207 -2.38416 -2.01870  -0.371
C: 2.13861 3.28772 -4.05959  0.502
C: 5.59243 1.36178 -2.07971  0.446
C: 6.46526 1.85838 -4.35597  -1.057
C: -2.16741 0.49426 3.64531  1.012
C: -3.52408 0.32129 4.30418  0.336
C: 1.79901 -3.83533 2.54402  0.169
C: 1.96001 5.26853 0.72097  0.569
C: -2.40347 -5.45019 -0.26793  0.023
C: 6.96664 -0.10631 3.67372  0.383
C: -2.71328 -5.94418 6.19802  -0.866
C: 6.76734 1.36968 3.35445  -0.551
C: 3.29679 4.21852 -6.06503  -0.759
C: -4.79122 -1.39532 -4.01171  0.804
C: -2.35141 5.56742 -1.31340  -1.160
C: -4.72772 0.56784 6.46521  -0.908
C: -3.43686 1.09018 0.08971  0.639
C: 0.02553 -0.42300 -3.38930  1.333
C: 1.95268 -5.36300 2.40506  -0.346
C: 1.31346 3.68848 -2.80585  -0.897
C: 4.77972 0.36762 3.70381  0.669
C: 3.22194 4.49451 0.32811  -0.261
C: 0.88463 -1.69272 -3.43960  0.116
C: 1.01115 0.00659 0.03496  1.259
C: -0.60854 -1.45587 0.52494  0.000
C: -1.21098 3.81867 0.04871  -0.177
C: -3.61208 1.76925 -1.28237  0.216
C: -3.33496 -6.14905 -1.25931  -0.330
C: -1.72117 4.46029 1.34883  -1.861
C: 4.30125 1.09708 -1.33938  0.782
H: -4.34658 -1.06225 -6.04745  0.274
H: -2.05959 -6.10639 0.53943  0.311
H: 4.20570 0.05284 -1.05431  0.171
H: 1.43266 4.71608 -2.46211  0.584
H: -2.96155 -3.82911 5.90292  0.219
H: 3.27863 4.16140 -0.70439  0.170
H: 4.10491 5.08384 0.58490  0.233
H: -2.88107 5.89704 -0.42597  0.446
H: 0.57017 0.36296 -3.93163  -0.180
H: -5.50786 0.07596 -5.36300  0.379
H: -1.33056 0.78426 4.28852  0.525
H: -3.66828 -6.13502 6.68538  0.326
H: -0.22480 0.06011 -2.44741  -0.683
H: -3.78305 -5.34780 -1.85696  0.214
H: -2.21839 1.17444 2.79767  -0.706
H: -2.38437 -3.01092 2.83214  -0.048
H: -3.07217 5.16521 -2.02908  0.290
H: -1.93009 -5.93185 6.95687  0.302
H: 1.05875 4.78287 0.33595  -0.532
H: 1.93699 5.14585 -4.69053  0.245
H: 6.10542 1.68536 -5.36532  0.396
H: -1.97959 6.47764 -1.79247  0.341
H: -2.58565 -6.78733 5.52409  0.295
H: -2.68006 0.93725 6.00010  0.265
H: -3.85894 0.35451 -4.99716  0.251
H: -5.58868 0.92228 5.90108  0.292
H: 0.26726 3.46980 -3.00833  0.777
H: 3.43784 1.35572 -1.95566  -0.539
H: -2.39337 0.94626 0.37341  -1.198
H: -2.83830 -1.24682 -3.67242  -0.035
H: -3.97552 -1.65043 -1.27204  0.046
H: 7.33604 1.22236 -4.19095  0.322
H: 1.64088 3.00990 -2.02005  -0.334
H: 0.74224 -2.37008 -2.59649  -0.064
H: 2.73588 -5.84846 2.98743  0.284
H: 1.74119 0.00219 2.12290  0.104
H: -4.45583 -3.13956 -2.05437  0.338
H: -2.60544 -2.52615 4.50456  -0.051
H: -0.75407 4.32315 -1.89315  -0.089
H: -2.73125 2.13770 -1.79887  0.029
H: 1.88981 6.33145 0.50752  0.395
H: -4.58281 1.22461 7.32071  0.363
H: -4.12412 1.05659 -1.92996  0.188
H: -1.27730 3.95832 2.20467  0.111
H: -1.80721 -0.47970 3.30865  -0.655
H: 2.22866 -3.56991 3.50734  0.469
H: 4.47034 1.60925 -3.78467  0.264
H: -4.92179 -0.43887 6.83676  0.249
H: -4.15362 -6.71771 -0.83272  0.364
H: 1.93524 -1.57541 -3.68410  0.328
H: 2.81734 4.04623 -7.02308  0.276
H: 0.75109 -3.54804 2.47968  -0.227
H: -2.80192 4.34803 1.41384  0.446
H: 6.79560 2.87027 -4.10922  0.294
H: 1.23083 0.99416 -0.36509  -0.959
H: 0.25328 0.85813 1.82893  -0.276
H: 7.22627 1.75502 2.44608  0.272
H: 4.23673 1.75892 -0.47487  -0.245
H: 3.88040 5.13452 -5.98664  0.392
H: -3.93201 0.12324 0.16077  0.644
H: 7.28890 -0.62596 2.76918  0.316
H: -2.67371 -2.79464 -1.91125  0.070
H: -0.98838 -2.53600 3.89981  -0.088
H: -1.48946 5.52449 1.33506  0.520
H: 1.01291 -5.85428 2.66047  0.240
H: 6.96155 2.05662 4.17947  0.268
H: -2.64222 -4.51583 0.24079  -0.044
H: 3.99003 3.42054 -5.79656  0.138

Output
- HOMO-LUMO gap (Ha) = 0.3075
- highest occupied orbital energy (eV) = -8.8
- lowest unoccupied orbital energy (hartree) = -0.0173
- M (g mol⁻¹) = 1271.26

Record 6
# C8H8N2O

C8H8N2O in the gas phase (ωB97M-V/def2-TZVPD, the OMol25 dataset).

Each line ends with the Mulliken charge.
Positions of all 19 atoms, in Å:
O: -0.31760 2.31372 0.13027  -0.398
N: 3.31920 -0.93092 0.52877  -0.585
N: 1.16636 -0.92347 -0.33860  0.166
C: -2.26701 1.38104 2.41070  0.091
C: 2.49427 -1.32072 -0.42341  -0.081
C: 2.38051 -0.13091 1.31684  -0.555
C: 1.17388 -0.14943 0.77897  0.001
C: -0.76685 0.34502 -1.04858  -0.763
C: -0.07386 -1.04152 -1.12765  -0.592
C: -0.82772 1.08294 0.29900  0.863
C: -1.70965 1.06711 1.38295  -1.076
H: -1.82053 0.28975 -1.43627  0.370
H: -0.52074 2.77346 0.93000  0.296
H: 2.66013 -2.05507 -1.18498  0.359
H: -0.63389 -1.83125 -0.69192  0.288
H: 2.77091 0.53125 2.13820  0.331
H: 0.13391 -1.27064 -2.13481  0.420
H: -2.93585 1.47612 3.15907  0.518
H: -0.22923 1.03748 -1.60215  0.349

Output
- HOMO-LUMO gap (spin up / spin down) (Ha) = 0.2869 / 0.2867
- highest occupied orbital energy (spin up / spin down) (eV) = -8.3 / -8.3
- lowest unoccupied orbital energy (spin up / spin down) (hartree) = -0.0174 / -0.0174
- M (g mol⁻¹) = 148.17